C41H40BF6N5O3 | ωB97M-V with the def2-TZVPD basis set

Properties
DFT total energy = -2709.945399 Ha
E_HOMO = -8.923 eV
gap between HOMO and LUMO = 8.03 eV
charge = 0
structure (SMILES) = NCCCc1nnc(OB(O)O)nn1.Fc1ccccc1.Fc1ccccc1.Fc1ccccc1.Fc1ccccc1.Fc1ccccc1.Fc1ccccc1

Geometry as XYZ:
```
96
C41H40BF6N5O3 ωB97M-V with the def2-TZVPD basis set
N 0.9758 2.0333 -2.0352
C 0.8165 0.5762 -1.8850
C 0.0304 0.2408 -0.6184
C 0.4515 -1.0764 0.0519
C 1.8915 -0.9711 0.4496
N 2.1818 -0.1470 1.4615
N 3.4379 -0.0093 1.8070
C 4.3273 -0.7023 1.1020
O 5.6110 -0.5227 1.4707
B 6.5725 -0.7113 0.4657
O 7.0902 -1.9587 0.1839
O 7.0441 0.3991 -0.1799
N 4.0628 -1.5232 0.1003
N 2.7946 -1.6712 -0.2327
H 1.7310 2.3554 -1.4466
H 1.2384 2.2359 -2.9894
H 1.8034 0.1048 -1.8849
H 0.3154 0.1954 -2.7700
H 0.1437 1.0594 0.0856
H -1.0260 0.1644 -0.8655
H -0.1557 -1.2699 0.9264
H 0.3296 -1.8960 -0.6485
H 6.8573 -2.1734 -0.7212
H 7.9743 0.2691 -0.3661
F -1.3853 2.9083 -0.0515
C -2.0403 4.0459 -0.3457
C -1.8193 4.6377 -1.5732
C -2.4890 5.8154 -1.8703
C -3.3559 6.3835 -0.9450
C -3.5567 5.7708 0.2835
C -2.8971 4.5892 0.5899
H -1.1311 4.1766 -2.2685
H -2.3318 6.2924 -2.8285
H -3.8713 7.3047 -1.1810
H -4.2224 6.2147 1.0103
H -3.0398 4.0934 1.5411
F -2.4438 6.8966 3.1726
C -1.1380 7.2145 3.0328
C -0.3682 6.5077 2.1313
C 0.9718 6.8414 1.9993
C 1.5201 7.8621 2.7639
C 0.7240 8.5561 3.6640
C -0.6189 8.2359 3.8018
H -0.8097 5.7131 1.5499
H 1.5891 6.2999 1.2952
H 2.5664 8.1151 2.6586
H 1.1486 9.3496 4.2640
H -1.2587 8.7665 4.4941
F 7.8804 4.7357 4.8228
C 6.7360 4.0731 4.5464
C 5.5664 4.4799 5.1552
C 4.3934 3.7978 4.8643
C 4.4065 2.7251 3.9831
C 5.5964 2.3331 3.3858
C 6.7740 3.0130 3.6638
H 5.5806 5.3149 5.8428
H 3.4662 4.1072 5.3277
H 3.4921 2.1929 3.7581
H 5.6042 1.4963 2.7033
H 7.7117 2.7302 3.2042
F -1.9493 -0.8568 2.1395
C -2.8110 -1.8824 2.3055
C -3.6561 -2.2136 1.2661
C -4.5361 -3.2720 1.4376
C -4.5628 -3.9731 2.6353
C -3.7035 -3.6175 3.6658
C -2.8144 -2.5652 3.5043
H -3.6217 -1.6490 0.3438
H -5.2029 -3.5485 0.6322
H -5.2530 -4.7955 2.7653
H -3.7247 -4.1602 4.6010
H -2.1317 -2.2743 4.2912
F 0.9080 -1.6007 -4.5193
C 0.0562 -2.6369 -4.3656
C -0.7928 -2.9702 -5.4009
C -1.6668 -4.0335 -5.2248
C -1.6867 -4.7356 -4.0270
C -0.8249 -4.3773 -3.0002
C 0.0600 -3.3223 -3.1692
H -0.7665 -2.4048 -6.3227
H -2.3355 -4.3140 -6.0273
H -2.3709 -5.5602 -3.8959
H -0.8397 -4.9203 -2.0646
H 0.7513 -3.0312 -2.3895
F -1.8068 -7.9393 -3.6616
C -2.9891 -8.5517 -3.8766
C -4.0782 -8.1832 -3.1132
C -5.2939 -8.8112 -3.3418
C -5.4015 -9.7936 -4.3159
C -4.2901 -10.1479 -5.0682
C -3.0709 -9.5225 -4.8537
H -3.9699 -7.4196 -2.3542
H -6.1589 -8.5316 -2.7561
H -6.3506 -10.2824 -4.4883
H -4.3708 -10.9154 -5.8258
H -2.1936 -9.7782 -5.4323
```

Charges per atom according to Löwdin partitioning, unit e: atom 1 (N): 0.00, atom 2 (C): -0.27, atom 3 (C): -0.18, atom 4 (C): -0.13, atom 5 (C): -0.33, atom 6 (N): 0.14, atom 7 (N): 0.16, atom 8 (C): -0.37, atom 9 (O): 0.18, atom 10 (B): -0.78, atom 11 (O): 0.18, atom 12 (O): 0.21, atom 13 (N): 0.15, atom 14 (N): 0.13, atom 15 (H): 0.07, atom 16 (H): 0.06, atom 17 (H): 0.10, atom 18 (H): 0.10, atom 19 (H): 0.09, atom 20 (H): 0.11, atom 21 (H): 0.09, atom 22 (H): 0.09, atom 23 (H): 0.11, atom 24 (H): 0.11, atom 25 (F): 0.05, atom 26 (C): -0.30, atom 27 (C): -0.01, atom 28 (C): -0.08, atom 29 (C): -0.09, atom 30 (C): -0.09, atom 31 (C): -0.04, atom 32 (H): 0.11, atom 33 (H): 0.10, atom 34 (H): 0.10, atom 35 (H): 0.10, atom 36 (H): 0.12, atom 37 (F): 0.05, atom 38 (C): -0.28, atom 39 (C): 0.00, atom 40 (C): -0.07, atom 41 (C): -0.10, atom 42 (C): -0.09, atom 43 (C): -0.02, atom 44 (H): 0.09, atom 45 (H): 0.11, atom 46 (H): 0.10, atom 47 (H): 0.10, atom 48 (H): 0.12, atom 49 (F): 0.05, atom 50 (C): -0.29, atom 51 (C): -0.02, atom 52 (C): -0.08, atom 53 (C): -0.09, atom 54 (C): -0.07, atom 55 (C): -0.01, atom 56 (H): 0.11, atom 57 (H): 0.10, atom 58 (H): 0.09, atom 59 (H): 0.08, atom 60 (H): 0.12, atom 61 (F): 0.05, atom 62 (C): -0.29, atom 63 (C): -0.02, atom 64 (C): -0.08, atom 65 (C): -0.10, atom 66 (C): -0.08, atom 67 (C): -0.01, atom 68 (H): 0.12, atom 69 (H): 0.10, atom 70 (H): 0.10, atom 71 (H): 0.10, atom 72 (H): 0.12, atom 73 (F): 0.05, atom 74 (C): -0.29, atom 75 (C): -0.02, atom 76 (C): -0.08, atom 77 (C): -0.09, atom 78 (C): -0.07, atom 79 (C): -0.02, atom 80 (H): 0.12, atom 81 (H): 0.11, atom 82 (H): 0.08, atom 83 (H): 0.11, atom 84 (H): 0.10, atom 85 (F): 0.05, atom 86 (C): -0.29, atom 87 (C): -0.02, atom 88 (C): -0.08, atom 89 (C): -0.10, atom 90 (C): -0.08, atom 91 (C): -0.02, atom 92 (H): 0.12, atom 93 (H): 0.10, atom 94 (H): 0.10, atom 95 (H): 0.10, atom 96 (H): 0.12